The molecule C3H5N3S2, computed with the ωB97M-V functional and the def2-TZVPD basis.

As for the structure (SMILES): S=c1nc(CS)[nH][nH]1. The calculation puts the energy above the lowest of the compared OMol25 structures with the same formula, charge and spin at 21.5 kcal/mol. For the HOMO energy, the calculation gives -8.252 eV. As for the LUMO energy: 0.0 eV. The gap between HOMO and LUMO comes out at 8.23 eV.

Each line ends with the natural charge from an NBO analysis.
Element x y z (Å)
S  -0.625131  -0.938953  2.604397  -0.0261
S  -1.289546  1.387116  -3.237792  -0.1870
N  -1.639713  1.079542  -0.534985  -0.4997
N  0.437421  0.810241  0.150715  -0.4137
N  0.508837  1.201074  -1.208057  -0.4358
C  -0.834389  1.235516  -1.634381  0.2016
C  -0.868299  0.913599  0.533477  0.4272
C  -1.345753  0.648326  1.954801  -0.5629
H  1.182057  0.746234  -1.869915  0.4315
H  -0.465660  -1.540272  1.389511  0.1431
H  -1.015454  1.470326  2.614494  0.2476
H  -2.455295  0.587009  1.933460  0.2644
H  1.109733  1.124242  0.848116  0.4098

Atomic forces in eV per Å
-0.054 0.369 -0.622
0.385 -0.112 1.098
-0.165 0.221 1.630
0.360 0.119 0.629
-0.471 -0.346 -0.018
0.444 -0.033 -0.811
-0.547 -0.626 -2.137
-0.040 -0.034 -0.743
-0.755 0.460 1.305
-0.181 0.291 0.569
-0.217 -0.455 -0.177
0.855 0.165 -0.014
0.387 -0.019 -0.709


The ion C3H5N4O with charge +1, computed with the ωB97M-V functional and the def2-TZVPD basis.

As for the total charge: +1. The calculation puts the energy above the lowest of the compared OMol25 structures with the same formula, charge and spin at 69.8 kcal/mol. For the HOMO energy, the calculation gives -14.224 eV. As for the LUMO energy: -4.2 eV. The gap between HOMO and LUMO comes out at 10.02 eV.

Each line ends with the natural charge from an NBO analysis.
Element x y z (Å)
O  0.490323  1.230346  0.981570  -0.7116
N  3.087083  -0.422158  -0.259225  0.2582
N  -0.853977  -1.951120  0.817708  -0.4296
N  1.899615  -0.512283  -0.013806  -0.4434
N  4.204081  -0.428291  -0.280249  0.0635
C  -0.645669  -1.004454  0.178599  0.7251
C  0.938578  0.599024  -0.164668  0.2398
C  -0.371063  0.061166  -0.738923  -0.5444
H  -1.179273  0.744832  -0.733048  0.3116
H  -0.130642  -0.612421  -1.588121  0.3077
H  -0.808983  -2.861735  1.246644  0.5033
H  1.348464  1.416659  -0.835624  0.2058
H  0.803694  2.160439  1.024027  0.5142

Atomic forces in eV per Å
0.655 0.781 1.223
1.590 1.059 0.839
0.712 2.320 -1.634
-3.047 -0.306 0.277
-0.156 -0.127 -0.650
-1.320 -3.200 2.174
1.610 2.439 -1.750
1.717 -2.646 0.114
-0.633 0.763 -0.626
-0.540 1.050 -0.576
-0.163 0.046 0.201
-0.319 -1.208 0.254
-0.106 -0.972 0.155


The ion C3H5N4O3 with charge -1, computed with the ωB97M-V functional and the def2-TZVPD basis.

As for the structure (SMILES): Nc1c(O)nc(N[O-])n1O. As for the total charge: -1. The calculation puts the energy above the lowest of the compared OMol25 structures with the same formula, charge and spin at 49.1 kcal/mol. For the HOMO energy, the calculation gives -1.867 eV. As for the LUMO energy: 3.5 eV. The gap between HOMO and LUMO comes out at 5.35 eV.

Each line ends with the natural charge from an NBO analysis.
Element x y z (Å)
O  -1.352367  2.420297  0.254966  -0.6987
O  0.331576  -2.059075  0.406128  -0.6255
O  3.753979  0.307967  0.157832  -0.7146
N  2.556861  -0.301244  -0.084848  -0.2201
N  -2.240280  -0.647979  -0.032248  -0.8459
N  0.234702  -0.807233  -0.311630  -0.1618
N  0.816601  1.377541  0.149255  -0.6544
C  -0.581306  1.304573  0.171790  0.3841
C  -0.932197  -0.059608  -0.031424  0.0609
C  1.306328  0.148529  0.033905  0.4842
H  -0.848482  3.131715  -0.239903  0.4854
H  -2.896047  0.072912  -0.410100  0.3601
H  2.525031  -1.271088  -0.451076  0.3351
H  -2.356756  -1.392410  -0.685314  0.3514
H  -0.317644  -2.224897  1.072666  0.4599

Atomic forces in eV per Å
0.619 0.871 -0.928
1.744 -0.778 -1.298
-1.221 -0.423 -0.239
-0.713 -0.475 -0.068
-0.886 1.405 -0.176
-0.360 0.602 1.292
-0.074 0.957 0.601
1.622 -4.821 -0.657
-0.708 3.237 0.282
0.054 0.260 -1.199
-0.642 -1.188 0.959
0.633 -0.590 0.688
0.597 0.755 0.550
0.473 -0.784 -0.604
-1.140 0.971 0.800


A cluster of 2 separate species, C3H5N4O3PS in total, computed with the ωB97M-V functional and the def2-TZVPD basis.

As for the total charge: -2. As for the multiplicity: 3. For the HOMO energy (alpha / beta), the calculation gives -0.870 / -1.454 eV. As for the LUMO energy (alpha / beta): 5.5 / 5.4 eV. The gap between HOMO and LUMO (alpha / beta) comes out at 6.32 / 6.88 eV.

Each line ends with the Löwdin spin population.
Element x y z (Å)
S  -1.378664  -0.432556  3.624398  0.0793
P  1.511675  0.354815  -2.290452  0.4488
O  0.600079  1.401912  -2.838096  0.1808
O  1.915201  -0.859830  -3.087327  0.1839
O  2.982394  1.200891  -1.856154  0.1323
N  -3.143764  -2.338118  3.053436  -0.0070
N  -3.545770  -3.016460  2.027344  0.1251
N  -2.115413  -1.564184  1.202081  0.0858
N  -3.030879  -2.562340  0.911839  -0.0137
C  -1.228431  -0.790997  0.510261  0.5851
C  2.871252  2.474220  -1.226099  0.0140
C  -2.261485  -1.467659  2.635380  0.0869
H  -1.111510  -0.906848  -0.620172  0.0435
H  2.803526  2.683431  -0.114997  0.0024
H  1.890320  2.925087  -1.510685  0.0041
H  -0.490141  -0.244841  1.120485  0.0450
H  3.731610  3.143478  -1.541243  0.0038

Atomic forces in eV per Å
0.386 0.562 0.255
0.971 -0.057 -0.074
-0.421 0.330 -0.114
0.124 0.584 0.430
-0.178 0.017 1.030
0.179 -0.110 1.344
-0.288 0.303 -2.817
-1.517 -0.700 3.966
0.401 -0.673 -1.554
0.219 -0.565 -2.044
-0.749 1.623 -0.446
1.610 1.454 -0.594
-0.333 0.089 1.956
0.487 -1.669 -0.489
0.784 0.001 -0.427
-0.751 -0.398 -0.369
-0.925 -0.789 -0.054


The ion C3H5N4O4 with charge +1, computed with the ωB97M-V functional and the def2-TZVPD basis.

As for the structure (SMILES): O=NC(=O)NNCC(O)=[N+]=O. As for the total charge: +1. The calculation puts the energy above the lowest of the compared OMol25 structures with the same formula, charge and spin at 135.5 kcal/mol. For the HOMO energy (alpha / beta), the calculation gives -12.632 / -12.631 eV. As for the LUMO energy (alpha / beta): -8.2 / -8.2 eV. The gap between HOMO and LUMO (alpha / beta) comes out at 4.39 / 4.39 eV.

Each line ends with the natural charge from an NBO analysis.
Element x y z (Å)
O  -1.721235  -2.671630  -0.928323  -0.0179
O  1.446563  -0.546753  1.406930  -0.5700
O  3.956433  0.279285  -0.644968  -0.1794
O  -1.978048  -0.095235  1.310026  -0.5964
N  -0.196169  1.168489  -0.169502  -0.3979
N  3.349259  0.472033  0.368486  0.1162
N  -1.696422  -1.899901  -0.029849  0.2199
N  1.153288  1.019034  -0.276229  -0.4751
C  -1.760597  -0.668077  0.193521  0.5324
C  1.867665  0.188183  0.546775  0.6829
C  -1.019895  0.256089  -0.844406  -0.2570
H  -0.369483  -0.319728  -1.616262  0.2713
H  -0.468136  1.110415  0.825732  0.3929
H  -2.222698  -0.696575  2.167051  0.5764
H  1.518349  1.670371  -0.965538  0.4313
H  -1.858875  0.734006  -1.343439  0.2704

Atomic forces in eV per Å
-0.647 -0.094 1.349
0.020 0.676 -0.787
-1.847 -0.220 0.617
-1.466 -1.048 4.089
-1.322 0.388 2.188
1.325 0.244 0.798
0.857 -2.405 -2.864
0.561 -0.229 -0.621
1.020 1.348 0.076
0.517 -0.115 -1.345
1.092 -1.779 -1.607
-1.481 0.694 1.287
0.390 1.025 -0.461
0.610 1.781 -2.989
0.701 -0.430 0.485
-0.330 0.164 -0.215


A cluster of 3 separate species, C3H5N5 in total, computed with the ωB97M-V functional and the def2-TZVPD basis.

The calculation puts the energy above the lowest of the compared OMol25 structures with the same formula, charge and spin at 186.9 kcal/mol. For the HOMO energy (alpha / beta), the calculation gives -9.098 / -9.167 eV. As for the LUMO energy (alpha / beta): -0.9 / -1.5 eV. The gap between HOMO and LUMO (alpha / beta) comes out at 8.15 / 7.63 eV.

Each line ends with the natural charge from an NBO analysis.
Element x y z (Å)
N  -0.897534  1.314035  -1.359949  -0.5771
N  -0.127466  -0.228182  0.431983  -0.1659
N  1.496892  -0.041337  -0.815569  -0.2929
N  0.306036  0.071551  1.659170  -0.5451
N  -3.134244  0.475675  1.829866  -0.5421
C  -0.540571  0.649144  -0.419844  0.6987
C  -2.392911  0.435347  0.936039  -0.0680
C  1.649135  -1.167483  -1.331835  -0.1333
H  -0.241319  1.570445  -2.089600  0.4176
H  2.605664  -1.381872  -1.823977  0.2067
H  0.129166  1.005254  2.012838  0.3985
H  0.909458  -1.973936  -1.300737  0.1987
H  0.237694  -0.728644  2.271615  0.4042

Atomic forces in eV per Å
0.489 -0.338 0.328
1.421 -0.345 0.039
0.404 -0.217 0.197
0.079 -0.105 -0.887
0.219 -0.085 -0.221
-2.278 0.559 0.359
-0.074 0.452 -0.094
0.040 -0.117 0.123
0.084 -0.001 0.058
-0.134 0.100 -0.120
-0.159 -0.326 0.062
0.026 0.069 0.100
-0.117 0.353 0.055


The molecule C3H5N5, computed with the ωB97M-V functional and the def2-TZVPD basis.

As for the structure (SMILES): [H]/N=c1/ncncn1N. The calculation puts the energy above the lowest of the compared OMol25 structures with the same formula, charge and spin at 52.6 kcal/mol. For the HOMO energy, the calculation gives -9.001 eV. As for the LUMO energy: 0.1 eV. The gap between HOMO and LUMO comes out at 9.11 eV.

Each line ends with the natural charge from an NBO analysis.
Element x y z (Å)
N  0.835538  -0.664241  -1.759120  -0.6506
N  -1.609626  -0.904628  0.814361  -0.5168
N  -0.094187  0.997907  1.216105  -0.4805
N  1.712941  1.472787  -0.210542  -0.6745
N  0.134887  -0.389108  -0.649956  -0.2692
C  -0.930196  -1.106882  -0.296614  0.3121
C  -1.015858  0.161363  1.504485  0.2942
C  0.626436  0.794856  0.113303  0.5261
H  1.492043  -1.480064  -1.701423  0.3761
H  2.100639  1.170513  -1.056409  0.3477
H  -1.104120  -1.969499  -0.939273  0.1886
H  -1.536073  0.337273  2.429994  0.1771
H  0.108338  -0.743258  -2.535860  0.3698

Atomic forces in eV per Å
-0.184 -1.259 -3.773
1.762 0.643 -1.144
-0.213 0.179 1.120
-3.807 -1.007 2.420
0.654 1.779 1.915
-0.244 -0.398 1.443
-2.128 -0.302 0.650
3.195 0.131 -2.491
-1.157 0.922 0.058
0.547 -0.774 -1.575
-0.395 0.178 -0.009
-0.044 0.106 0.430
2.016 -0.197 0.955


The molecule C3H5N5, computed with the ωB97M-V functional and the def2-TZVPD basis.

As for the structure (SMILES): [H]/N=c1/cnnnn1C. The calculation puts the energy above the lowest of the compared OMol25 structures with the same formula, charge and spin at 154.4 kcal/mol. For the HOMO energy, the calculation gives -9.530 eV. As for the LUMO energy: 0.3 eV. The gap between HOMO and LUMO comes out at 9.83 eV.

Each line ends with the natural charge from an NBO analysis.
Element x y z (Å)
N  -0.764259  -1.616703  -0.198071  0.0415
N  0.388766  1.685247  -0.223607  -0.6683
N  -1.976435  -1.362116  -0.167646  -0.0969
N  -0.005754  -0.596791  -0.225781  -0.2368
N  -2.577219  -0.025575  0.165353  -0.2484
C  1.583052  -0.820969  0.189333  -0.5100
C  -1.865536  1.022925  0.022460  0.0500
C  -0.359923  0.756999  -0.176149  0.3493
H  1.484129  1.652458  -0.076878  0.3700
H  2.031792  0.088649  0.845982  0.2299
H  -2.384765  1.957611  0.138380  0.2249
H  2.424540  -0.775999  -0.745296  0.2218
H  2.021607  -1.965740  0.451919  0.2730

Atomic forces in eV per Å
-2.147 -0.514 -0.385
6.349 5.592 0.744
-2.728 -0.640 1.121
7.435 1.923 1.885
0.649 -1.050 -1.062
3.145 -0.657 -2.005
1.560 -3.063 -0.430
-4.363 -2.586 0.103
-3.277 -0.513 -0.993
-1.711 -2.716 -0.946
0.582 0.602 0.145
-3.004 0.502 1.646
-2.489 3.120 0.175


A structure of composition C3H5N5, computed with the ωB97M-V functional and the def2-TZVPD basis.

The calculation puts the energy above the lowest of the compared OMol25 structures with the same formula, charge and spin at 147.1 kcal/mol. For the HOMO energy, the calculation gives -8.633 eV. As for the LUMO energy: -0.4 eV. The gap between HOMO and LUMO comes out at 8.19 eV.

Each line ends with the natural charge from an NBO analysis.
Element x y z (Å)
N  -0.114776  0.538278  0.456033  -0.1036
N  0.440598  0.215952  1.603390  -0.1891
N  -0.204574  0.566437  -2.034390  -0.7054
N  0.474810  -1.985218  0.500493  -0.4140
N  -0.924252  1.667293  0.486221  -0.6105
C  0.251811  -1.549995  -0.691862  0.0650
C  -0.117768  -0.132325  -0.843765  0.2888
C  0.588599  -1.076197  1.664749  0.1462
H  -1.615502  1.337274  -0.642646  0.3684
H  1.234317  -1.339219  2.640069  0.2162
H  -0.266162  2.458101  0.296036  0.3493
H  0.604899  -2.353544  -1.539358  0.2397
H  -0.352000  1.653162  -1.894970  0.3490

Atomic forces in eV per Å
-1.240 0.031 -3.372
-1.064 -2.474 -0.141
-0.845 -0.481 3.809
0.776 0.892 2.541
-1.594 -0.011 -3.715
1.274 -1.009 -0.431
1.695 2.859 -1.818
2.664 -0.827 0.299
2.409 2.119 4.180
-1.882 -0.374 -2.591
-1.176 -0.287 -0.408
-1.633 2.471 1.695
0.614 -2.909 -0.048


The molecule C3H5N5, computed with the ωB97M-V functional and the def2-TZVPD basis.

As for the structure (SMILES): [H]/N=C1\NC(=N\[H])/C(=N\[H])N1. The calculation puts the energy above the lowest of the compared OMol25 structures with the same formula, charge and spin at 35.0 kcal/mol. For the HOMO energy, the calculation gives -9.648 eV. As for the LUMO energy: 0.0 eV. The gap between HOMO and LUMO comes out at 9.64 eV.

Each line ends with the natural charge from an NBO analysis.
Element x y z (Å)
N  2.547711  -0.725989  -0.468838  -0.6851
N  -2.236068  -0.609849  -0.125464  -0.6170
N  0.202957  -1.261503  0.232624  -0.6496
N  0.839626  0.838859  -0.140677  -0.6261
N  -1.198918  2.006280  0.568300  -0.5973
C  -0.540346  0.981623  0.110634  0.3265
C  -0.972617  -0.356665  -0.091892  0.3649
C  1.350849  -0.488473  -0.169817  0.5712
H  0.225019  -2.282743  0.012021  0.4079
H  -2.199901  1.564235  0.658650  0.3673
H  -2.505325  -1.621555  -0.233303  0.3576
H  2.770118  -1.757486  -0.236259  0.3485
H  1.595637  1.544052  0.243730  0.4312

Atomic forces in eV per Å
0.486 -2.565 1.057
1.540 -1.209 -0.967
-0.513 0.622 -1.973
2.898 2.908 1.143
-0.842 -3.199 -0.958
2.104 2.640 1.006
-2.682 -4.686 1.956
-2.349 1.076 0.634
-0.435 1.439 0.024
1.967 1.383 -0.201
0.620 1.232 0.406
-0.387 2.014 -0.774
-2.407 -1.653 -1.353